# 1
The following is a quantum chemistry calculation of a cluster of 9 separate species, C9H32N16O11 in total, from the Open Molecules 2025 dataset.

Computed properties:
charge	-2
DFT total energy	-2066.4203	hartree
spin multiplicity	1

Each line ends with the natural charge from an NBO analysis.
CARTESIAN COORDINATES (ANGSTROEM)
1 C -0.209 0.714 0.173  0.97
2 O -1.325 0.733 0.851  -0.94
3 O 0.053 1.673 -0.628  -0.86
4 O 0.578 -0.332 0.151  -0.95
5 C 2.333 -2.777 -2.603  0.78
6 O 2.938 -1.782 -3.027  -0.70
7 N 1.218 -2.702 -1.866  -0.83
8 N 2.759 -4.041 -2.896  -0.84
9 H 0.870 -3.565 -1.492  0.37
10 H 0.750 -1.848 -1.609  0.45
11 H 3.683 -4.189 -3.254  0.40
12 H 2.408 -4.820 -2.367  0.37
13 C -3.634 2.677 -1.158  0.77
14 O -4.682 3.175 -1.604  -0.73
15 N -3.697 1.679 -0.221  -0.88
16 N -2.381 3.108 -1.368  -0.89
17 H -2.796 1.363 0.141  0.43
18 H -4.569 1.263 0.033  0.39
19 H -2.294 3.986 -1.851  0.39
20 H -1.535 2.609 -1.093  0.44
21 C -0.370 3.583 2.986  0.78
22 O 0.184 4.496 3.594  -0.70
23 N -0.257 2.230 3.233  -0.88
24 N -1.077 3.809 1.850  -0.85
25 H -0.627 1.578 2.554  0.43
26 H 0.184 1.944 4.087  0.39
27 H -1.543 3.091 1.316  0.41
28 H -1.357 4.743 1.611  0.39
29 C 4.000 1.213 1.230  0.78
30 O 4.835 1.200 2.134  -0.71
31 N 2.700 1.525 1.402  -0.83
32 N 4.298 0.898 -0.093  -0.86
33 H 2.375 1.460 2.352  0.39
34 H 2.046 1.216 0.696  0.42
35 H 3.575 0.719 -0.763  0.41
36 H 5.265 0.682 -0.247  0.39
37 C -2.168 -2.321 -1.965  0.77
38 O -2.980 -3.050 -2.543  -0.69
39 N -1.367 -1.376 -2.530  -0.85
40 N -2.171 -2.272 -0.598  -0.86
41 H -0.994 -1.462 -3.456  0.42
42 H -1.039 -0.705 -1.856  0.41
43 H -1.467 -1.809 -0.042  0.41
44 H -2.843 -2.793 -0.067  0.40
45 C 0.633 1.134 -4.373  0.77
46 O 1.039 0.827 -5.497  -0.71
47 N -0.421 1.964 -4.077  -0.86
48 N 1.207 0.659 -3.242  -0.88
49 H -0.666 2.175 -3.128  0.41
50 H -0.988 2.355 -4.806  0.39
51 H 0.791 0.841 -2.335  0.42
52 H 1.971 -0.001 -3.282  0.43
53 C -2.482 -1.088 3.715  0.77
54 O -2.907 -1.521 4.790  -0.71
55 N -1.453 -1.715 3.064  -0.86
56 N -3.015 -0.072 2.997  -0.86
57 H -0.863 -2.272 3.657  0.40
58 H -1.007 -1.217 2.304  0.41
59 H -2.564 0.180 2.112  0.44
60 H -3.743 0.527 3.332  0.39
61 C 2.119 -2.649 2.288  0.77
62 O 2.625 -3.497 3.029  -0.71
63 N 2.064 -1.299 2.541  -0.89
64 N 1.438 -2.937 1.162  -0.87
65 H 2.776 -0.920 3.137  0.41
66 H 1.517 -0.851 1.809  0.43
67 H 0.986 -2.228 0.594  0.43
68 H 1.274 -3.917 1.010  0.38

---

# 2
The following is a quantum chemistry calculation of a structure of composition C9H33CaN8O8, from the Open Molecules 2025 dataset.

Computed properties:
charge	+1
DFT total energy	-2080.2193	hartree
spin multiplicity	1

Each line ends with the Löwdin charge.
CARTESIAN COORDINATES (ANGSTROEM)
1 Ca 1.914 0.081 -3.410  1.63
2 C 0.951 -1.140 0.141  -0.08
3 C 0.718 0.341 -0.132  -0.42
4 O 1.307 0.908 -1.280  -0.48
5 H 0.712 -1.672 -0.776  0.02
6 H 0.276 -1.438 0.945  0.07
7 H 1.972 -1.321 0.480  0.08
8 H 0.739 0.959 0.775  0.09
9 H -0.358 0.492 -0.331  0.07
10 C -0.689 3.287 2.612  -0.13
11 O 0.557 3.100 3.306  -0.13
12 H -0.619 4.023 1.811  0.07
13 H -0.990 2.310 2.234  0.06
14 H -1.449 3.724 3.263  0.08
15 H 0.591 2.172 3.557  0.00
16 C 2.720 3.535 0.867  -0.15
17 O 2.647 3.326 -0.548  -0.16
18 H 3.697 3.840 1.256  0.07
19 H 2.114 4.428 1.024  0.08
20 H 2.478 2.612 1.387  0.06
21 H 2.235 2.467 -0.713  -0.01
22 C 1.298 0.216 4.325  -0.17
23 O 0.131 0.605 5.027  -0.10
24 H 2.204 0.794 4.528  0.09
25 H 1.548 -0.845 4.396  0.09
26 H 1.048 0.421 3.280  0.06
27 H 0.272 0.287 5.926  0.09
28 C -2.160 3.277 -2.092  -0.68
29 O -2.865 4.086 -2.670  0.04
30 N -2.482 1.964 -1.862  0.15
31 N -0.859 3.504 -1.741  0.16
32 H -3.311 1.488 -2.167  0.10
33 H -1.722 1.382 -1.564  0.05
34 H -0.228 2.802 -1.403  0.05
35 H -0.591 4.467 -1.870  0.11
36 C -0.404 -2.603 -3.198  -0.67
37 O -0.036 -1.420 -3.198  -0.11
38 N -1.405 -3.073 -2.401  0.20
39 N 0.002 -3.525 -4.088  0.19
40 H -1.804 -2.305 -1.879  0.12
41 H -1.656 -4.039 -2.396  0.11
42 H 0.769 -3.301 -4.698  0.12
43 H -0.403 -4.440 -4.082  0.11
44 C 3.083 -3.147 -2.245  -0.62
45 O 2.646 -2.122 -2.808  -0.15
46 N 2.295 -3.848 -1.393  0.19
47 N 4.203 -3.810 -2.569  0.19
48 H 1.385 -3.459 -1.215  0.08
49 H 2.610 -4.626 -0.844  0.12
50 H 4.402 -4.611 -2.001  0.12
51 H 4.868 -3.436 -3.223  0.13
52 C -4.242 -1.333 1.845  -0.70
53 O -4.061 -2.489 2.212  0.02
54 N -3.216 -0.637 1.275  0.14
55 N -5.447 -0.723 1.794  0.15
56 H -3.328 0.332 1.033  0.09
57 H -2.318 -1.057 1.434  0.09
58 H -5.569 0.270 1.678  0.10
59 H -6.178 -1.083 2.388  0.11

---

Sequential lowest unoccupied orbital energy output: 4.20; -4.34 eV
Sequential energy above the lowest of the compared OMol25 structures with the same formula, charge and spin output: 25.73; 50.24 kcal/mol
Sequential HOMO energy output: -0.146; -0.417 Eh